Here is a structure of composition C47H52N3O12 from the OMol25 dataset. Energies are from ωB97M-V with the def2-TZVPD basis set.

```
114
Properties=species:S:1:pos:R:3:forces:R:3:mulliken_charge:R:1
O -33.14167 8.52851 13.33615 -0.3 -1.6 0.9 -0.537
O -34.84211 1.20769 11.41901 -7.3 0.4 -5.8 -0.511
O -38.98412 6.59502 10.89649 -2.4 1.1 0.7 -0.592
O -39.25366 4.92257 16.29496 -4.6 -1.1 -2.0 -0.445
O -36.70673 3.09253 20.04603 -0.5 -2.4 1.2 -0.501
O -36.79573 -5.32518 20.86353 -0.4 0.5 -1.8 -0.543
O -33.79009 3.49280 15.61169 0.2 -0.3 3.4 -0.377
O -45.56677 3.63944 15.05123 -1.1 -0.4 -1.9 -0.533
O -40.82957 0.73042 15.36544 1.2 2.1 2.3 -0.191
O -31.72793 -5.94878 18.58204 0.0 -0.3 0.0 -0.536
O -32.33440 -0.38038 19.79740 -1.4 0.9 0.2 -0.556
O -35.06200 6.07465 8.71162 -1.7 0.6 -1.9 -0.573
N -37.30693 0.54734 16.40537 -1.6 1.7 1.3 0.430
N -36.72304 -1.09676 17.65465 0.5 -2.9 4.3 0.357
N -40.70478 1.75894 20.50271 0.6 -2.8 -2.1 -0.572
C -44.06316 2.01443 14.15674 -2.1 -2.6 -4.8 -0.570
C -39.02296 5.94139 12.16960 1.8 1.8 -0.3 0.291
C -39.16523 5.24507 14.96467 0.7 -0.2 -2.6 0.222
C -39.80288 1.13195 21.33184 -3.4 -1.0 -2.7 -0.395
C -36.35510 -0.33115 16.69141 0.8 1.3 -1.3 -0.102
C -40.24232 5.02990 14.05273 1.3 0.8 0.2 -0.439
C -36.21729 2.98503 10.56112 13.1 7.9 -3.7 -1.363
C -43.53448 3.18614 16.22194 0.9 -0.4 -1.8 -0.708
C -35.56993 -5.28553 20.20900 2.0 -0.3 2.3 0.409
C -34.35542 0.36614 20.86487 -0.2 4.6 -3.5 -0.767
C -37.26835 1.80607 15.59271 1.0 1.9 0.3 0.990
C -32.84491 5.56647 15.64406 -0.2 4.2 -2.6 -1.011
C -32.70129 6.91058 15.05739 -1.7 -3.3 0.7 -0.459
C -33.34646 7.22328 13.88513 0.0 0.9 -2.1 0.376
C -42.85989 1.27884 14.10845 -0.2 3.0 4.2 -0.761
C -34.21688 4.86021 13.71975 0.6 4.5 -0.2 0.022
C -35.81345 -2.04218 18.48331 -1.3 -3.3 0.0 -1.022
C -42.23358 2.46921 16.17179 -2.4 1.3 0.0 -0.424
C -35.65956 2.20732 19.96429 1.5 1.1 -3.2 0.270
C -38.35841 0.36692 17.33369 2.3 -2.7 0.6 -0.370
C -40.17032 5.37121 12.67248 2.8 0.0 4.4 -0.909
C -37.83765 6.00782 12.97434 -0.2 -0.5 2.6 -0.216
C -34.42467 -4.76094 20.93971 2.1 0.1 -2.4 -0.416
C -33.87975 4.31742 9.81345 1.6 3.0 -3.9 -0.410
C -37.96861 -0.71511 18.12794 -1.9 1.2 0.2 -0.906
C -44.45646 2.88408 15.11837 1.9 1.8 3.6 0.771
C -34.13787 -6.22964 18.44807 0.1 -0.8 0.5 -0.338
C -33.81036 1.27113 18.61989 0.4 1.4 -0.2 -0.741
C -32.99161 -5.69845 19.10861 0.1 -1.4 -2.0 0.471
C -33.05184 -4.97231 20.22942 -6.0 0.4 2.2 -0.631
C -34.93936 2.45733 10.85615 -2.8 1.0 -0.5 0.409
C -41.93012 1.46698 15.16896 -3.1 2.2 0.6 0.270
C -41.63634 -0.48310 20.13792 -1.1 2.2 -2.7 -0.249
C -36.31113 4.36057 9.73829 3.1 -4.4 2.4 -0.536
C -34.05859 6.28246 13.15496 -1.5 -4.5 -0.7 -0.318
C -35.40222 1.41462 21.01129 5.2 -3.6 -4.0 -0.718
C -35.40728 -6.04594 18.98363 -0.1 -0.1 0.3 -0.461
C -33.77745 3.19516 10.52948 1.4 -1.6 1.7 -0.222
C -40.87455 -0.96988 21.12522 0.4 -2.3 1.4 -0.578
C -37.19797 1.40030 14.10745 4.3 4.2 0.8 -1.564
C -33.66913 4.66035 14.98214 0.8 0.3 -1.5 0.612
C -39.80203 -0.21336 21.58614 -2.1 0.6 -1.2 -0.447
C -37.89023 5.63572 14.43980 -1.7 0.0 -3.5 -0.221
C -35.12781 4.89512 9.31126 1.2 -1.5 3.0 0.415
C -34.82729 2.15891 18.72191 -4.8 2.6 2.2 0.346
C -33.47585 0.48140 19.73519 0.1 -2.4 1.2 0.399
C -41.39612 0.82458 19.70602 -1.2 3.1 1.2 0.133
H -33.96000 2.68574 15.19715 -0.5 -1.3 -1.9 0.238
H -36.75312 -5.57197 21.77913 0.6 -0.1 0.5 0.321
H -39.80291 7.27312 10.80097 2.8 -2.6 0.6 0.329
H -44.83978 1.66746 13.10428 2.2 1.6 3.7 0.097
H -40.82825 0.06506 14.75561 0.2 -2.9 -2.5 0.221
H -34.20669 1.17693 11.97074 7.3 -0.4 6.0 0.291
H -34.76664 4.04883 13.22924 0.1 0.6 -0.1 0.271
H -34.38394 6.63174 9.03150 1.3 0.6 0.5 0.366
H -32.90931 4.86301 9.25556 -2.4 -1.5 2.2 0.136
H -35.99184 -3.22268 18.27917 -0.6 2.8 0.2 0.287
H -32.77651 2.83342 10.97789 -1.6 0.6 -1.2 0.214
H -36.42698 2.58138 15.96616 -1.1 -2.4 -0.9 -0.517
H -37.21659 4.85448 9.63849 -1.7 0.6 -0.4 0.651
H -37.05961 2.71788 10.60403 -11.6 -5.1 1.6 1.106
H -31.86570 -0.57472 18.97546 -0.5 0.5 -0.1 0.313
H -39.07131 1.65494 21.77389 2.2 2.6 1.5 0.605
H -43.88570 4.14974 16.89524 1.5 -2.9 -1.4 0.111
H -38.13742 2.45489 15.91616 0.4 -1.3 -0.8 -0.252
H -32.18721 -4.73328 20.71339 2.1 0.9 1.2 0.572
H -34.76313 -2.08704 18.27700 0.6 1.3 -0.7 0.407
H -32.26093 5.34677 16.48790 0.2 -0.6 1.1 0.533
H -36.07988 1.34030 21.69584 -3.6 -0.2 4.6 0.713
H -42.50721 -0.83020 19.56886 0.5 -1.1 0.8 0.387
H -39.04384 -0.56232 22.16937 1.7 -1.3 1.8 0.603
H -42.75948 0.65482 13.31854 0.7 -2.0 -2.1 0.584
H -36.83439 6.36892 12.59944 -1.6 -0.4 0.2 0.278
H -41.17626 4.64557 14.42822 -0.1 -0.2 0.1 0.493
H -38.42805 5.13183 16.53308 4.8 1.1 2.6 0.251
H -38.55230 -1.14215 19.03191 1.5 0.5 -1.9 0.279
H -32.32190 7.80888 15.45963 1.2 0.2 1.4 0.332
H -37.12065 2.24740 13.34142 0.4 -0.8 1.4 0.206
H -35.26327 3.00276 17.98306 1.8 -2.3 1.1 -0.254
H -37.97691 0.92550 13.80409 -5.6 -2.9 -1.4 0.726
H -39.25060 0.92975 17.35843 -0.6 0.5 -0.2 0.723
H -36.44047 0.65489 13.92123 0.9 0.2 0.1 0.485
H -36.47794 3.86758 19.61279 0.5 2.4 -1.3 0.280
H -40.97274 5.02391 12.19587 -3.0 -0.5 -2.7 0.650
H -42.10823 1.18587 18.83124 1.8 -0.2 2.0 0.143
H -32.43995 8.93006 13.87663 -0.4 0.0 -0.4 0.286
H -34.11634 -0.30839 21.59654 0.4 -1.5 1.8 0.667
H -33.96344 -7.03434 17.67453 -0.4 1.4 0.6 0.239
H -36.97267 5.55857 15.03901 -0.3 0.4 -0.3 0.306
H -34.53905 6.34486 12.10324 1.1 0.6 2.0 0.039
H -36.25020 -6.63567 18.50675 0.9 1.1 1.0 0.345
H -35.35624 -0.34919 16.32609 0.3 0.1 -0.6 0.454
H -41.50291 2.80615 16.91890 -0.1 -0.6 -0.3 0.834
H -41.15423 -1.95287 21.52950 0.6 0.3 -0.1 0.361
H -34.38806 -4.12708 21.96196 -0.6 -1.8 -2.6 0.272
H -45.92127 3.99985 15.85654 0.4 -0.1 0.7 0.334
H -35.90401 -1.94082 19.59922 -0.4 0.5 -1.3 0.314
H -33.27429 1.57039 17.73209 1.1 -1.2 -0.1 0.594
H -31.58486 -6.88515 18.33500 -0.5 0.8 0.2 0.322
```
Forces are in eV/Å.

The max |F| comes out at 15.682 eV Å⁻¹. The highest occupied orbital energy comes out at -10.042 eV. The value obtained for the HOMO-LUMO gap is 7.792 eV. The calculation puts the energy above the lowest of the compared OMol25 structures with the same formula, charge and spin at 71.1 kJ/mol. The total charge is +1. The calculation puts the total energy at -2888.54681 Ha.